{"formula": "C52H54F6N3O4P", "method": "ωB97M-V/def2-TZVPD", "elements": ["P", "F", "F", "F", "F", "F", "F", "O", "O", "O", "O", "N", "N", "N", "C", "C", "C", "C", "C", "C", "C", "C", "C", "C", "C", "C", "C", "C", "C", "C", "C", "C", "C", "C", "C", "C", "C", "C", "C", "C", "C", "C", "C", "C", "C", "C", "C", "C", "C", "C", "C", "C", "C", "C", "C", "C", "C", "C", "C", "C", "C", "C", "C", "C", "C", "C", "H", "H", "H", "H", "H", "H", "H", "H", "H", "H", "H", "H", "H", "H", "H", "H", "H", "H", "H", "H", "H", "H", "H", "H", "H", "H", "H", "H", "H", "H", "H", "H", "H", "H", "H", "H", "H", "H", "H", "H", "H", "H", "H", "H", "H", "H", "H", "H", "H", "H", "H", "H", "H", "H"], "positions_angstrom": [[-1.101, -3.181, -2.093], [7.670, -0.992, 4.060], [1.854, -9.007, 7.565], [1.890, 9.598, 0.453], [-1.010, 8.850, -4.834], [1.990, -5.182, 1.465], [-10.908, 0.031, -4.742], [-0.616, -3.838, -3.477], [3.902, 0.027, -2.237], [1.137, 3.297, -0.905], [-2.657, -2.861, -2.382], [2.720, 2.011, -2.025], [-6.184, 1.806, -1.298], [-0.925, -4.144, -0.911], [1.034, -7.156, 2.308], [0.620, 1.020, -1.561], [-0.858, -6.994, 3.788], [2.843, 0.570, -2.103], [-0.735, 0.816, -1.363], [4.746, -7.367, 5.168], [6.645, -0.796, 0.605], [-9.136, 0.092, -3.199], [-1.579, 11.610, 1.292], [-2.652, 1.496, 0.182], [1.425, 7.958, -2.323], [3.716, -4.066, -1.431], [1.049, -5.779, 2.228], [4.116, -8.869, 6.944], [5.631, 0.149, 0.691], [2.032, -2.428, -2.444], [0.826, 11.499, 1.328], [-1.690, 1.911, -0.956], [5.051, -3.330, -1.624], [-10.166, -0.598, -3.806], [-1.179, -0.488, -1.588], [-10.463, -1.908, -3.491], [5.996, 0.326, 3.067], [-8.653, -1.874, -1.902], [-4.078, 1.116, -0.238], [2.541, -3.130, -1.170], [-0.061, 6.105, -2.692], [-8.374, -0.554, -2.235], [0.071, -7.763, 3.100], [5.089, -8.311, 6.127], [-0.820, -5.609, 3.688], [-4.763, 2.141, -1.137], [2.436, -7.533, 5.830], [0.741, 8.705, -3.272], [2.806, -8.466, 6.776], [-0.757, 6.842, -3.641], [-0.325, -1.542, -1.943], [1.427, 2.271, -1.452], [6.999, -0.616, 2.951], [7.341, -1.185, 1.741], [-1.629, 10.360, 0.690], [1.028, 6.659, -2.033], [1.480, -0.018, -1.931], [5.313, 0.709, 1.921], [-0.460, 9.673, 0.399], [-0.353, 12.177, 1.608], [-9.693, -2.547, -2.529], [0.143, -4.989, 2.905], [3.421, -6.980, 5.024], [0.746, 10.259, 0.727], [1.058, -1.331, -2.112], [-0.338, 8.129, -3.912], [1.793, 11.918, 1.570], [-0.913, -3.387, -4.274], [3.503, -4.706, -2.293], [6.121, -8.617, 6.241], [-9.908, -3.575, -2.272], [1.562, 6.077, -1.293], [-6.553, 2.372, -2.055], [1.397, -7.248, 5.728], [-0.476, 8.701, -0.078], [-1.092, 2.755, -0.612], [2.887, -2.006, -2.975], [6.896, -1.231, -0.352], [-7.565, -0.024, -1.749], [-1.608, -7.472, 4.404], [4.361, -9.603, 7.700], [-8.940, 1.118, -3.483], [4.918, -2.362, -2.114], [1.706, -3.675, -0.722], [-2.698, 2.303, 0.916], [-11.282, -2.408, -3.990], [4.528, 1.451, 1.991], [-8.057, -2.379, -1.153], [5.509, -6.934, 4.536], [-0.309, 13.151, 2.075], [0.051, -8.841, 3.183], [0.194, -3.912, 2.815], [-6.710, 2.097, -0.480], [-0.386, -3.762, -0.146], [-2.238, 2.257, -1.835], [1.765, -7.735, 1.761], [1.561, -3.166, -3.094], [-4.600, 3.139, -0.707], [-0.369, 5.093, -2.465], [-4.677, 1.031, 0.676], [-1.611, 6.434, -4.165], [8.138, -1.915, 1.697], [-2.233, -0.704, -1.454], [-2.495, 12.141, 1.514], [2.829, -2.356, -0.447], [5.724, -3.915, -2.257], [-4.313, 2.125, -2.132], [-1.543, -5.007, 4.221], [-4.104, 0.128, -0.708], [5.545, -3.175, -0.665], [5.763, 0.745, 4.036], [3.147, -6.243, 4.281], [-2.816, -2.267, -3.125], [2.815, 2.407, -2.957], [1.033, 9.717, -3.516], [2.267, 8.394, -1.804], [3.817, -4.715, -0.557], [-2.584, 9.915, 0.443], [-2.213, 0.639, 0.702], [5.094, 0.448, -0.198]], "atomic_forces_ev_per_a": [[-0.07, -0.25, 0.40], [0.00, 0.00, 0.01], [-0.01, -0.01, 0.01], [0.02, 0.00, 0.02], [0.00, 0.00, -0.01], [0.02, 0.03, -0.01], [0.00, 0.01, -0.01], [0.02, 0.07, 0.01], [-0.12, -0.12, -0.31], [-0.12, 0.18, -0.34], [0.13, 0.08, 0.00], [-0.63, -0.82, 0.14], [0.09, 0.44, -0.15], [0.07, 0.25, -0.31], [0.05, -0.09, -0.04], [0.12, -0.30, -0.03], [-0.01, 0.00, 0.01], [0.10, 0.31, -0.07], [-0.13, 0.03, -0.03], [0.01, 0.00, 0.00], [0.00, 0.04, 0.03], [0.03, 0.07, -0.01], [-0.02, 0.00, 0.00], [-0.04, -0.18, -0.16], [-0.03, -0.06, -0.05], [0.19, 0.11, 0.25], [-0.08, -0.04, 0.03], [0.03, -0.05, 0.04], [-0.03, 0.05, 0.02], [0.18, -0.11, 0.04], [0.06, 0.04, 0.02], [0.23, 0.06, 0.37], [-0.10, -0.20, -0.30], [0.04, -0.03, 0.04], [0.23, -0.18, 0.04], [-0.05, -0.05, -0.02], [-0.03, 0.03, 0.06], [0.00, 0.00, 0.00], [0.03, 0.10, 0.17], [-0.21, 0.29, 0.05], [0.01, 0.02, -0.01], [-0.05, -0.12, 0.03], [-0.04, 0.05, 0.00], [-0.03, 0.03, -0.03], [0.01, -0.05, 0.00], [0.05, -0.24, 0.21], [-0.09, 0.05, 0.00], [0.03, 0.07, 0.00], [0.06, 0.03, -0.05], [-0.06, -0.04, -0.01], [-0.24, 0.24, -0.16], [0.16, 0.08, -0.02], [-0.03, 0.02, -0.05], [0.04, -0.05, -0.02], [0.03, 0.06, 0.02], [0.04, -0.02, 0.06], [-0.08, 0.12, 0.18], [0.02, -0.05, -0.02], [-0.02, -0.10, -0.05], [-0.03, -0.03, -0.02], [0.03, 0.04, 0.01], [0.00, 0.07, 0.00], [0.07, -0.01, 0.02], [-0.09, 0.04, 0.02], [0.02, 0.01, -0.03], [0.03, -0.03, 0.05], [0.01, -0.01, -0.01], [-0.03, -0.04, -0.04], [-0.07, 0.04, 0.06], [0.00, 0.00, 0.01], [-0.01, 0.00, 0.00], [-0.01, -0.02, -0.01], [-0.09, -0.11, -0.02], [0.00, -0.01, 0.01], [0.04, 0.00, 0.00], [-0.08, -0.02, -0.12], [-0.10, 0.01, 0.01], [0.01, 0.01, 0.00], [-0.01, -0.03, -0.07], [0.00, 0.00, 0.00], [-0.02, 0.00, 0.00], [-0.02, 0.00, -0.01], [0.00, 0.00, 0.10], [0.14, -0.05, -0.06], [-0.05, 0.04, -0.09], [0.00, 0.01, -0.01], [0.00, 0.00, 0.01], [0.00, 0.00, 0.00], [0.00, 0.01, 0.00], [0.01, 0.00, 0.01], [0.00, -0.01, -0.01], [0.01, 0.00, -0.01], [0.08, -0.12, 0.09], [-0.09, -0.13, 0.08], [0.00, -0.03, 0.00], [0.01, 0.02, 0.00], [0.05, 0.02, 0.04], [0.00, 0.01, -0.13], [0.00, 0.00, 0.02], [0.02, -0.10, -0.05], [0.01, 0.02, -0.02], [0.00, 0.00, 0.02], [0.05, 0.03, 0.00], [0.00, 0.00, 0.00], [0.11, -0.11, -0.01], [0.03, 0.01, 0.12], [-0.03, 0.07, 0.04], [0.00, 0.01, 0.00], [-0.06, 0.09, -0.07], [-0.05, 0.12, -0.03], [0.02, -0.01, 0.00], [-0.01, 0.00, -0.01], [-0.08, -0.05, -0.04], [0.47, 0.46, 0.26], [-0.02, 0.00, 0.00], [0.00, 0.01, 0.00], [-0.07, -0.14, -0.17], [0.00, -0.01, -0.01], [-0.03, 0.11, 0.09], [0.04, 0.00, -0.02]], "multiplicity": 1, "gap_ha": 0.303, "e_lumo_ev": -0.9003, "smiles": "CCCCc1c(P(=N)(O)O)cc(CCCCN)c2c1C(=O)NC2=O.Fc1ccccc1.Fc1ccccc1.Fc1ccccc1.Fc1ccccc1.Fc1ccccc1.Fc1ccccc1"}